# 1
DFT (ωB97M-V/def2-TZVPD) results for a molecular structure, C5H19N2Ru at a distorted geometry.

Calculated values
Energy (eV): -11045.2862
HOMO-LUMO gap (alpha / beta) (eV): 7.19 / 7.30
LUMO (alpha / beta) (eV): -3.815 / -5.198
Expectation value of S²: 6.01

ORCA input file:
```
! RIJCOSX wB97M-V def2-TZVPD def2/J DEFGRID3
* xyz 1 5
Ru -0.07523 -1.83130 -0.41662
N -1.89664 -0.75604 -0.86118
N 1.07699 -0.95780 -1.88162
C 2.84569 0.77473 1.25033
C 3.33707 -1.05774 2.90229
C -0.93201 1.23190 1.93198
C 1.59003 -1.58111 1.02541
C 2.23576 -0.42077 1.97503
H 2.45609 -1.99539 0.46322
H -0.44585 1.82447 1.19974
H 1.43787 -0.06962 2.65808
H 4.15359 -1.48756 2.28379
H 3.81530 -0.31008 3.57545
H -1.94903 1.59078 1.97974
H 3.26876 1.48668 1.99351
H 3.67440 0.44089 0.59208
H 1.24403 -2.35320 1.74653
H 2.93987 -1.86294 3.53361
H 1.59491 -0.08307 -1.67943
H 1.78691 -1.66156 -2.14025
H -1.87562 0.01469 -1.54341
H -0.93330 0.11465 1.77787
H -2.50761 -0.28385 -0.18392
H -0.47198 1.45553 2.89519
H -2.59763 -1.35593 -1.31761
H 2.07403 1.29502 0.66610
H 0.52549 -0.79066 -2.71399
*
```

Computed Löwdin charges, given in elementary charges: atom 1 (Ru): 1.057, atom 2 (N): -0.075, atom 3 (N): -0.088, atom 4 (C): -0.113, atom 5 (C): -0.093, atom 6 (C): -0.054, atom 7 (C): -0.247, atom 8 (C): -0.482, atom 9 (H): 0.032, atom 10 (H): 0.003, atom 11 (H): 0.096, atom 12 (H): 0.082, atom 13 (H): 0.086, atom 14 (H): 0.017, atom 15 (H): 0.090, atom 16 (H): 0.084, atom 17 (H): 0.018, atom 18 (H): 0.072, atom 19 (H): 0.086, atom 20 (H): 0.080, atom 21 (H): 0.072, atom 22 (H): 0.008, atom 23 (H): 0.064, atom 24 (H): 0.032, atom 25 (H): 0.071, atom 26 (H): 0.053, atom 27 (H): 0.052



# 2
DFT (ωB97M-V/def2-TZVPD) results for 4 unconnected molecules or ions with the total composition C5H19N3O4 at a distorted geometry.

Calculated values
Energy (eV): -18153.3455
HOMO-LUMO gap (eV): 9.71
LUMO (eV): 0.510

ORCA input file:
```
! RIJCOSX wB97M-V def2-TZVPD def2/J DEFGRID3
* xyz 0 1
O 4.69152 0.75174 -1.61482
O 4.85061 0.64129 1.25874
O -3.88939 -0.88081 -0.51157
O 2.05022 -1.27919 -2.25459
N -0.59084 0.60504 -0.90076
N 3.42094 0.50896 2.98654
N 2.76531 -0.29192 0.90606
C -5.28533 -0.48495 -0.46922
C 3.74710 0.23486 1.64670
C -1.66880 -0.08822 -0.28546
C -3.04141 0.16167 -1.02624
C -1.86396 0.07838 1.25957
H -3.08644 0.01820 -2.04824
H 0.16014 0.02239 -1.19025
H 2.69279 0.02632 3.40146
H -2.08003 1.07505 1.53636
H -5.67781 -0.16147 0.52635
H -6.01523 -1.27654 -0.74132
H 5.39270 0.26436 -1.98662
H -5.44991 0.36360 -1.17158
H -2.72944 -0.57191 1.54119
H 2.82775 -0.48833 -0.09712
H -1.55514 -1.14752 -0.47934
H 4.81057 0.94233 -0.68820
H -0.21156 1.37586 -0.29265
H 2.72431 -0.59042 -2.16442
H 1.40977 -0.99836 -2.88523
H 4.22929 0.79625 3.46903
H -0.96973 -0.34590 1.72855
H -3.53545 1.16651 -0.79450
H 1.87745 -0.42728 1.34159
*
```

Computed Löwdin charges, given in elementary charges: atom 1 (O): -0.034, atom 2 (O): 0.001, atom 3 (O): -0.232, atom 4 (O): -0.048, atom 5 (N): 0.038, atom 6 (N): 0.155, atom 7 (N): 0.187, atom 8 (C): -0.107, atom 9 (C): -0.624, atom 10 (C): -0.426, atom 11 (C): -0.175, atom 12 (C): -0.041, atom 13 (H): 0.090, atom 14 (H): 0.023, atom 15 (H): 0.061, atom 16 (H): 0.056, atom 17 (H): 0.086, atom 18 (H): 0.082, atom 19 (H): 0.020, atom 20 (H): 0.081, atom 21 (H): 0.087, atom 22 (H): 0.087, atom 23 (H): 0.130, atom 24 (H): -0.010, atom 25 (H): 0.102, atom 26 (H): 0.013, atom 27 (H): 0.023, atom 28 (H): 0.086, atom 29 (H): 0.063, atom 30 (H): 0.135, atom 31 (H): 0.090



# 3
DFT (ωB97M-V/def2-TZVPD) results for 5 unconnected molecules or ions with the total composition C5H19NO5 at a distorted geometry.

Calculated values
Energy (eV): -17219.1981
HOMO-LUMO gap (eV): 9.42
Energy relative to the best compared isomer or geometry (same formula, charge and spin) (eV): 2.0627
LUMO (eV): 0.548

ORCA input file:
```
! RIJCOSX wB97M-V def2-TZVPD def2/J DEFGRID3
* xyz 0 1
O 3.24518 1.09338 0.61445
O 1.57140 0.60961 3.07598
O -1.63510 -2.56989 1.75737
O 2.42371 -0.39563 -2.90937
O -3.95986 0.06293 -0.40073
N -0.05244 -1.81138 0.11325
C -0.61394 0.36225 -0.96751
C -0.26296 -2.41178 1.42023
C -0.48160 2.74091 -1.74703
C -0.61061 1.84502 -0.78533
C 0.20824 -0.36470 0.11731
H -0.55364 3.79267 -1.52623
H -0.09651 0.11954 1.05955
H -1.61383 0.00114 -0.78852
H 1.75049 -1.08360 -2.99865
H 3.74336 0.26825 0.58676
H 1.27387 -0.24133 0.10479
H 2.47370 0.87686 1.16058
H 0.22079 -3.38803 1.45714
H -0.86698 2.20015 0.20174
H -0.19276 2.58234 -2.77794
H 1.93563 0.41898 -2.75581
H -0.89129 -1.99869 -0.42433
H -4.17210 -0.75668 -0.85595
H 0.10534 -1.72804 2.17209
H 1.09883 1.43633 3.20097
H -4.33239 0.84684 -0.80128
H -0.16318 0.09992 -1.92196
H 2.49167 0.70163 3.33538
H -2.04303 -3.30899 1.28303
*
```

Computed Löwdin charges, given in elementary charges: atom 1 (O): -0.070, atom 2 (O): -0.048, atom 3 (O): -0.062, atom 4 (O): -0.058, atom 5 (O): -0.050, atom 6 (N): -0.044, atom 7 (C): -0.184, atom 8 (C): -0.285, atom 9 (C): -0.001, atom 10 (C): -0.182, atom 11 (C): -0.231, atom 12 (H): 0.045, atom 13 (H): 0.102, atom 14 (H): 0.083, atom 15 (H): 0.035, atom 16 (H): 0.044, atom 17 (H): 0.079, atom 18 (H): -0.020, atom 19 (H): 0.112, atom 20 (H): 0.101, atom 21 (H): 0.055, atom 22 (H): 0.018, atom 23 (H): 0.094, atom 24 (H): 0.041, atom 25 (H): 0.106, atom 26 (H): 0.055, atom 27 (H): 0.037, atom 28 (H): 0.096, atom 29 (H): 0.050, atom 30 (H): 0.083



# 4
DFT (ωB97M-V/def2-TZVPD) results for 5 unconnected molecules or ions with the total composition C5H19NO5 at a distorted geometry.

Calculated values
Energy (eV): -17211.5840
HOMO-LUMO gap (alpha / beta) (eV): 9.43 / 4.15
Energy relative to the best compared isomer or geometry (same formula, charge and spin) (eV): 0.6429
LUMO (alpha / beta) (eV): -3.770 / -9.054
Expectation value of S²: 0.76

ORCA input file:
```
! RIJCOSX wB97M-V def2-TZVPD def2/J DEFGRID3
* xyz 1 2
O -2.15949 -0.14600 3.03015
O -1.47535 1.80703 0.38850
O -0.01016 4.10415 0.90827
O 1.24276 0.00992 -0.00052
O 2.13918 2.50828 -0.30595
N 0.36706 -1.96054 -0.58686
C -2.05041 -1.58069 -0.16242
C -0.83311 -1.32004 -1.06358
C 1.47421 -1.16078 -0.17198
C -1.11182 -1.99682 -2.42335
C 2.80236 -1.81051 -0.10761
H -0.16330 3.30032 1.40301
H -1.82279 -1.39644 0.87824
H -2.15285 -1.83236 -2.70732
H 0.44097 -2.94681 -0.83745
H -0.61425 -0.27051 -1.19903
H 2.64737 1.81242 0.10656
H 0.83844 4.13857 0.46421
H -0.54330 1.77417 0.16861
H -2.22815 0.20437 2.13312
H -0.92165 -3.06768 -2.51373
H 3.47767 -1.47274 -0.89384
H -2.41854 -2.60278 -0.28062
H 3.32826 -1.62868 0.81499
H -0.63150 -1.54103 -3.29515
H -1.95370 -1.08056 2.94420
H -2.88815 -1.00217 -0.54274
H -1.96298 2.59895 0.15302
H 2.78598 -2.90137 -0.13007
H 2.07990 2.35492 -1.25093
*
```

Computed Löwdin charges, given in elementary charges: atom 1 (O): -0.048, atom 2 (O): -0.045, atom 3 (O): -0.055, atom 4 (O): 0.169, atom 5 (O): -0.036, atom 6 (N): 0.277, atom 7 (C): 0.013, atom 8 (C): -0.338, atom 9 (C): -0.370, atom 10 (C): -0.014, atom 11 (C): 0.040, atom 12 (H): 0.014, atom 13 (H): 0.057, atom 14 (H): 0.103, atom 15 (H): 0.185, atom 16 (H): 0.134, atom 17 (H): 0.031, atom 18 (H): 0.014, atom 19 (H): 0.004, atom 20 (H): -0.004, atom 21 (H): 0.098, atom 22 (H): 0.117, atom 23 (H): 0.103, atom 24 (H): 0.106, atom 25 (H): 0.099, atom 26 (H): 0.019, atom 27 (H): 0.115, atom 28 (H): 0.063, atom 29 (H): 0.097, atom 30 (H): 0.051



> What is the energy in the first record?

-11045.2862 eV